ORCA calculation (wB97M-V/def2-TZVPD) on a cluster of 15 separate species, C51H114N4O22S4 in total.

Positions of all 195 atoms, in Å:
C  18.48704  -19.20928  -17.96672
C  17.34596  -20.05630  -17.48492
C  17.37113  -20.02928  -15.91502
C  16.46897  -21.19788  -15.39618
N  16.41742  -21.41856  -13.86877
C  15.97114  -22.86050  -13.53349
C  15.52581  -22.84843  -12.10820
C  14.82655  -21.44271  -11.92207
C  15.32692  -20.57965  -13.11435
C  17.79370  -21.20769  -13.19005
H  19.33770  -19.31759  -17.29386
H  18.28017  -18.14512  -17.85328
H  18.73823  -19.36711  -19.01557
H  17.18681  -21.03235  -17.94329
H  16.38302  -19.59443  -17.70292
H  16.92451  -19.12374  -15.50438
H  18.39231  -20.04307  -15.53412
H  17.03072  -22.10055  -15.63647
H  15.45570  -21.38352  -15.75241
H  16.53594  -23.73389  -13.85952
H  15.06595  -22.93541  -14.13609
H  16.32627  -22.81491  -11.36912
H  14.81693  -23.64656  -11.88782
H  15.11251  -21.04245  -10.94939
H  13.77416  -21.71603  -11.99871
H  15.67165  -19.54582  -13.13585
H  14.56547  -20.60113  -13.89398
H  17.69463  -21.33344  -12.11187
H  18.14541  -20.17628  -13.16564
H  18.52070  -21.90735  -13.60243
O  15.42187  -27.14255  -19.27146
C  15.75076  -26.00616  -18.68258
O  15.75477  -25.90774  -17.43849
O  16.01285  -25.01850  -19.40822
H  15.55101  -26.68810  -20.10716
C  10.52104  -27.57810  -11.12104
S  10.64399  -28.23199  -9.43951
O  9.23141  -28.59205  -8.94205
C  11.52996  -29.78769  -9.80158
H  9.97229  -28.28450  -11.74392
H  11.49686  -27.31893  -11.53179
H  10.03841  -26.60171  -11.16366
H  10.76269  -30.29765  -10.38411
H  11.75539  -30.23731  -8.83456
H  12.41684  -29.76490  -10.43485
C  23.39186  -17.82856  -11.35243
S  22.75144  -19.51762  -11.59110
O  21.77584  -19.68048  -10.44628
C  24.14362  -20.72402  -11.36014
H  22.50404  -17.29150  -11.01861
H  23.97044  -17.56185  -12.23685
H  24.06325  -17.79031  -10.49460
H  23.86444  -20.77447  -10.30771
H  25.15268  -20.37507  -11.57955
H  23.85894  -21.68944  -11.77849
C  14.27214  -25.85356  -6.40371
S  13.10477  -24.51523  -5.96455
O  12.31839  -24.30087  -7.22068
C  11.99965  -25.30727  -4.69591
H  13.78224  -26.69302  -6.89707
H  14.89906  -26.29655  -5.62987
H  15.01083  -25.42664  -7.08208
H  11.36440  -24.56494  -4.21269
H  12.60147  -25.74514  -3.89954
H  11.38050  -26.03851  -5.21556
C  19.07766  -14.19185  -13.58895
S  17.28250  -14.21822  -14.17380
O  16.60889  -15.44349  -13.55535
C  16.98221  -12.63030  -13.37746
H  19.60249  -15.03494  -14.03823
H  19.43103  -13.96920  -12.58215
H  19.46295  -13.21777  -13.89033
H  17.26666  -12.90103  -12.36065
H  15.94248  -12.32996  -13.50727
H  17.62805  -11.86371  -13.80562
C  18.96034  -22.31519  -4.74695
O  17.74249  -22.38790  -4.65764
N  19.57551  -21.51768  -5.62329
C  21.04928  -21.42628  -5.63595
C  18.75737  -20.37053  -6.09457
H  19.63796  -23.01609  -4.23532
H  21.48860  -22.37850  -5.93320
H  21.51480  -20.91981  -4.79044
H  21.26776  -20.82444  -6.51809
H  19.35547  -20.09790  -6.96408
H  17.72018  -20.48772  -6.40858
H  18.86102  -19.54080  -5.39535
C  20.77816  -25.97602  -10.74360
O  21.45980  -26.61323  -11.55131
N  20.68258  -26.21372  -9.47092
C  19.92597  -25.32697  -8.71487
C  21.15407  -27.41274  -8.89601
H  20.50188  -24.99670  -11.16408
H  20.23875  -25.28074  -7.67174
H  18.87105  -25.59886  -8.67834
H  19.93640  -24.29751  -9.07293
H  21.83114  -27.96220  -9.55004
H  21.70093  -27.09757  -8.00735
H  20.41490  -28.08799  -8.46501
C  16.22080  -28.82266  -13.05143
O  16.18043  -28.44017  -11.87384
N  16.96318  -29.82203  -13.51563
C  17.37016  -29.87913  -14.90819
C  17.66869  -30.73008  -12.58899
H  15.64927  -28.27121  -13.81397
H  18.38975  -29.51970  -15.04724
H  16.62980  -29.55325  -15.63879
H  17.46737  -30.95064  -15.08288
H  17.38158  -31.78159  -12.58689
H  18.72053  -30.46390  -12.69334
H  17.49650  -30.33117  -11.58933
O  20.35054  -27.45325  -23.42527
C  20.63940  -26.73736  -24.34595
O  20.90540  -25.38464  -24.34026
C  20.80035  -24.65724  -23.14648
C  20.58689  -23.23641  -23.67724
C  20.49112  -27.36545  -25.77101
H  21.67159  -24.95473  -22.56293
H  19.94043  -25.01590  -22.58079
H  20.97991  -22.64666  -22.84909
H  19.55064  -23.06288  -23.96737
H  21.31065  -22.89573  -24.41765
H  20.26825  -26.52950  -26.43405
H  19.82763  -28.20638  -25.97281
H  21.49964  -27.69637  -26.01898
O  10.92025  -22.21855  -15.88188
C  10.04847  -22.84909  -16.44811
O  10.04220  -24.09251  -16.79782
C  11.25194  -24.78448  -16.56504
C  10.83302  -26.14850  -17.16761
C  8.81995  -22.12528  -16.99397
H  11.48095  -24.76890  -15.49948
H  12.12008  -24.38681  -17.09067
H  11.78111  -26.68542  -17.19868
H  10.34769  -26.06357  -18.13989
H  10.06747  -26.65569  -16.58043
H  7.97079  -22.79300  -17.13941
H  9.22335  -21.58365  -17.84955
H  8.41333  -21.41305  -16.27599
O  9.86622  -16.72679  -19.27366
C  11.07099  -16.69355  -19.56668
O  12.18674  -16.80511  -18.81324
C  12.06402  -17.05139  -17.47862
C  11.88137  -15.83724  -16.55182
C  11.40143  -16.48073  -21.06349
H  13.05611  -17.42681  -17.22780
H  11.40251  -17.78635  -17.01997
H  12.54238  -14.98454  -16.70692
H  12.05131  -16.02733  -15.49206
H  10.88318  -15.41894  -16.68125
H  12.33096  -15.91227  -21.03312
H  10.53122  -16.03938  -21.54934
H  11.48052  -17.51807  -21.38874
O  13.43614  -17.26574  -5.37837
C  13.31913  -17.80303  -6.42641
O  14.11737  -17.61501  -7.49732
C  15.41214  -17.04709  -7.32056
C  16.20753  -17.16933  -8.65153
C  12.14836  -18.72290  -6.82267
H  15.86061  -17.46209  -6.41793
H  15.21488  -16.00795  -7.05716
H  15.95687  -16.32863  -9.29844
H  16.02251  -18.15097  -9.08771
H  17.26223  -17.11866  -8.38110
H  12.36458  -19.48063  -7.57579
H  11.40099  -18.21596  -7.43305
H  11.65256  -19.26723  -6.01894
O  22.45821  -21.65437  -17.07467
C  23.11875  -22.54692  -17.61202
O  24.17573  -22.33692  -18.39832
C  24.86831  -21.09799  -18.54412
C  24.83663  -20.64425  -20.06309
C  22.75682  -24.03836  -17.61469
H  25.88427  -21.22448  -18.17004
H  24.36900  -20.31666  -17.97114
H  25.20409  -21.40403  -20.75286
H  25.45482  -19.75192  -20.16142
H  23.79328  -20.47358  -20.32840
H  23.21952  -24.52835  -18.47139
H  21.67010  -24.10985  -17.65978
H  23.13311  -24.58907  -16.75258
O  20.13308  -13.34188  -25.02896
C  20.21769  -14.55441  -25.21175
O  21.32859  -15.30647  -25.65295
C  22.67928  -14.74402  -25.60548
C  23.39904  -15.37187  -26.81892
C  18.99225  -15.38730  -24.85240
H  23.22813  -15.05733  -24.71739
H  22.65294  -13.65588  -25.66327
H  24.02476  -16.25009  -26.65979
H  24.15285  -14.68248  -27.19920
H  22.67855  -15.47412  -27.63042
H  19.43147  -16.21097  -24.28959
H  18.40590  -15.69413  -25.71851
H  18.27639  -14.72360  -24.36748

Cartesian forces (eV/Å) of the 6 atoms listed first:
C 0.385 0.604 -0.242
C -1.339 0.760 1.471
C -1.932 -0.825 0.008
C 2.234 -1.348 1.055
N 1.270 -0.009 1.901
C -1.418 0.452 -0.901

HOMO-LUMO gap = 5.6 eV
E_tot = -149070.1223 eV
highest occupied orbital energy = -5.99 eV

---

ORCA calculation (wB97M-V/def2-TZVPD) on a cluster of 10 separate species, C51H123N7O3 in total.

Positions of all 184 atoms, in Å:
C  -13.17112  -5.83772  13.19612
C  -12.47608  -7.13889  12.69704
N  -12.67421  -8.23390  13.67135
C  -12.33289  -9.54720  13.09465
C  -13.20931  -9.86465  11.89182
C  -11.76911  -8.15696  14.81983
C  -11.94238  -9.09153  16.00599
H  -14.21967  -5.86892  13.49222
H  -13.11689  -5.13453  12.36505
H  -12.61462  -5.38854  14.01871
H  -12.84651  -7.30429  11.68535
H  -11.42906  -6.91713  12.49046
H  -11.28792  -9.60991  12.79099
H  -12.36455  -10.33035  13.85214
H  -13.01024  -9.23669  11.02341
H  -12.93028  -10.87071  11.57863
H  -14.24839  -10.00033  12.19183
H  -11.83987  -7.18372  15.30552
H  -10.72515  -8.35579  14.57752
H  -12.79889  -8.70400  16.55763
H  -11.10871  -8.83360  16.65908
H  -11.90285  -10.15488  15.76971
C  -16.04674  -18.15168  4.78184
C  -15.03507  -17.05324  5.10551
N  -15.21551  -15.86112  4.30764
C  -16.54566  -15.34931  4.54017
C  -17.03313  -15.13004  5.96623
C  -14.95684  -16.05037  2.82384
C  -13.45384  -16.40679  2.62502
H  -17.05595  -18.05098  5.18114
H  -15.83525  -19.02044  5.40525
H  -15.97714  -18.45130  3.73615
H  -15.07308  -16.70218  6.13672
H  -14.04245  -17.45958  4.91135
H  -16.65849  -14.46445  3.91373
H  -17.30485  -16.00580  4.11505
H  -17.41679  -16.05877  6.38859
H  -16.27648  -14.64791  6.58523
H  -17.81049  -14.37594  5.84322
H  -15.18095  -15.09039  2.35872
H  -15.52648  -16.81774  2.29968
H  -12.75163  -15.91406  3.29749
H  -13.14325  -16.14710  1.61300
H  -13.39486  -17.49482  2.65402
C  -19.31569  -11.13648  7.79349
C  -17.99556  -10.28141  7.99737
N  -17.69880  -10.07251  9.39716
C  -16.58491  -9.16396  9.50655
C  -16.57706  -8.57283  10.95655
C  -17.57324  -11.33681  10.23037
C  -16.39382  -12.17611  9.91008
H  -19.06520  -12.12519  8.17795
H  -19.52308  -11.16231  6.72373
H  -20.13987  -10.74210  8.38788
H  -17.16566  -10.88061  7.62276
H  -18.11614  -9.38016  7.39628
H  -15.63176  -9.63834  9.27297
H  -16.78481  -8.37325  8.78342
H  -15.97668  -7.66329  10.93730
H  -17.58729  -8.24712  11.20442
H  -16.18097  -9.18523  11.76661
H  -18.50776  -11.89776  10.24151
H  -17.48426  -11.01394  11.26764
H  -16.40718  -12.78327  9.00494
H  -16.33445  -12.93154  10.69361
H  -15.49966  -11.56816  9.77229
C  -14.03240  -15.87350  16.91034
C  -14.73417  -14.50632  16.67932
N  -13.75466  -13.45485  16.92623
C  -14.23313  -12.26154  17.60114
C  -14.22061  -12.70631  19.05718
C  -13.25410  -12.95925  15.65233
C  -12.59605  -13.93689  14.68419
H  -14.73751  -16.69618  17.02923
H  -13.30153  -15.88316  17.71894
H  -13.52149  -16.11825  15.97912
H  -15.21951  -14.57991  15.70611
H  -15.62139  -14.35314  17.29372
H  -15.24081  -12.01149  17.26924
H  -13.60881  -11.37349  17.50262
H  -14.55395  -13.73688  19.17927
H  -14.87389  -12.02425  19.60136
H  -13.19740  -12.68301  19.43218
H  -14.06012  -12.55162  15.04219
H  -12.46040  -12.22937  15.81175
H  -11.72388  -14.38805  15.15733
H  -13.19713  -14.68735  14.17077
H  -12.27501  -13.34701  13.82566
C  -16.25645  -21.83489  12.43667
C  -15.07399  -21.16985  13.19494
N  -15.46981  -19.70024  13.42595
C  -15.74216  -18.97446  12.21111
C  -16.48323  -17.70351  12.37003
C  -14.58117  -19.03619  14.44182
C  -13.11842  -18.91170  14.00150
H  -17.16922  -21.66023  13.00626
H  -16.06954  -22.90209  12.31732
H  -16.28024  -21.60811  11.37078
H  -14.76831  -21.61942  14.13969
H  -14.23525  -21.20459  12.49966
H  -14.71857  -18.87808  11.84907
H  -16.26069  -19.64508  11.52591
H  -17.42974  -17.66404  12.90918
H  -15.82768  -17.02715  12.91857
H  -16.62977  -17.23496  11.39686
H  -14.62014  -19.66193  15.33347
H  -15.04846  -18.09106  14.71834
H  -12.61841  -19.83611  13.71239
H  -12.55500  -18.73772  14.91823
H  -12.79306  -18.17097  13.27105
C  -11.45940  -21.64066  6.00786
C  -11.60814  -21.65304  7.51753
N  -12.72420  -20.79166  7.95043
C  -14.15751  -21.32819  7.86167
C  -15.28230  -20.29822  8.13421
C  -12.43921  -19.96946  9.20162
C  -12.64762  -20.82800  10.44003
H  -11.46150  -20.60036  5.68247
H  -12.21930  -22.26556  5.53865
H  -10.56258  -22.14213  5.64408
H  -11.78778  -22.65286  7.91273
H  -10.69542  -21.18824  7.89037
H  -14.14727  -21.79452  6.87652
H  -14.41625  -22.18605  8.48236
H  -15.00172  -19.28553  7.84467
H  -16.18099  -20.50911  7.55457
H  -15.60705  -20.26522  9.17419
H  -13.03180  -19.05467  9.21222
H  -11.44188  -19.53459  9.13591
H  -12.68350  -20.11320  11.26214
H  -11.82793  -21.50104  10.69146
H  -13.62755  -21.30342  10.48255
C  -16.40001  -11.39209  4.46595
C  -15.06129  -12.10655  4.15781
N  -13.85512  -11.48768  4.86874
C  -13.70244  -11.85012  6.28281
C  -13.23434  -13.33656  6.43462
C  -13.70726  -10.01252  4.60438
C  -12.27267  -9.54944  4.93378
H  -17.11636  -11.70681  3.70705
H  -16.37718  -10.30309  4.50668
H  -16.82390  -11.63268  5.44091
H  -15.07790  -13.16675  4.41042
H  -14.73819  -11.99372  3.12293
H  -13.14969  -11.09325  6.83935
H  -14.69890  -11.80923  6.72268
H  -13.28298  -13.53553  7.50521
H  -13.83317  -14.07071  5.89564
H  -12.19480  -13.38434  6.11033
H  -14.49584  -9.41191  5.05770
H  -13.78175  -9.96720  3.51788
H  -11.61701  -10.41777  4.86889
H  -12.24076  -9.22454  5.97374
H  -11.86407  -8.68148  4.41632
C  -10.49041  -17.07375  7.68415
C  -10.26541  -18.06333  6.51973
C  -11.22284  -17.95609  5.32336
O  -9.38337  -18.92457  6.57773
H  -10.84489  -16.13190  7.26538
H  -9.60702  -16.99104  8.31730
H  -11.23060  -17.58474  8.29987
H  -11.18969  -18.77343  4.60297
H  -11.08302  -17.03702  4.75428
H  -12.24630  -17.92278  5.69691
C  -8.44933  -14.78415  12.09253
C  -8.91963  -13.69713  12.99412
C  -8.10107  -13.32412  14.14322
O  -10.02370  -13.19792  12.81640
H  -7.94135  -14.31601  11.24938
H  -9.21306  -15.52533  11.85702
H  -7.75395  -15.38820  12.67533
H  -8.24595  -14.11692  14.87710
H  -8.21599  -12.31382  14.53590
H  -7.11632  -13.45750  13.69537
C  -12.06206  -14.01082  10.06386
C  -12.96771  -15.28540  9.94191
C  -14.34951  -15.05096  9.36864
O  -12.67885  -16.38511  10.45658
H  -10.99952  -14.25329  10.04592
H  -11.98771  -13.47002  11.00731
H  -12.17769  -13.27891  9.26445
H  -15.03679  -15.69232  9.92036
H  -14.35678  -15.33937  8.31751
H  -14.66658  -14.00813  9.35892

Cartesian forces (eV/Å) of the 6 atoms listed first:
C 0.878 0.131 -0.459
C -0.922 0.967 1.032
N 0.984 -1.365 -0.096
C -0.653 0.377 -0.924
C 0.477 -1.539 0.387
C 0.322 0.851 0.635

HOMO-LUMO gap = 8.2 eV
E_tot = -71448.3128 eV
SMILES = CCN(CC)CC.CCN(CC)CC.CCN(CC)CC.CCN(CC)CC.CCN(CC)CC.CCN(CC)CC.CCN(CC)CC.CC(C)=O.CC(C)=O.CC(C)=O
ΔE to the lowest compared entry with this formula, charge and spin = 77.7 kcal per mole
highest occupied orbital energy = -7.68 eV

---

Q: Among the records above, which one has the highest HOMO-LUMO gap?
A: C51H123N7O3

---

Q: Which value of highest occupied orbital energy does entry 1 give?
A: -5.99 eV